[1]
The following is a quantum chemistry calculation of a structure of composition C53H63FIrN5O3P2Si2, from OMol25.

Last column: Mulliken charge in e.
Positions of all 130 atoms, in Å:
1 Ir -0.912 -1.022 0.685  1.320
2 C 1.414 1.197 3.366  -0.881
3 Si -0.440 1.421 3.198  0.460
4 C -0.968 2.762 1.971  -0.404
5 C -1.028 2.241 4.788  -1.292
6 C -1.274 -0.247 2.772  2.109
7 C -2.625 0.132 2.326  -1.651
8 C -3.703 0.667 3.040  -0.667
9 C -4.808 1.116 2.352  -1.089
10 C -4.827 1.050 0.958  -1.427
11 C -3.763 0.468 0.312  -0.394
12 N -2.712 -0.020 0.983  0.853
13 Si -1.158 -1.548 4.146  0.061
14 C -2.770 -2.520 4.076  -1.092
15 C 0.470 -2.450 4.023  -0.194
16 C -1.157 -0.934 5.925  -1.325
17 H 1.937 2.138 3.176  0.349
18 H 1.824 0.430 2.712  0.093
19 H 1.646 0.901 4.392  0.449
20 H -0.209 3.546 1.896  0.503
21 H -1.873 3.234 2.361  0.452
22 H -1.188 2.393 0.975  -0.473
23 H -0.513 3.204 4.866  0.389
24 H -0.829 1.696 5.705  0.372
25 H -2.096 2.465 4.748  0.331
26 H -3.638 0.734 4.117  0.732
27 H -5.649 1.541 2.885  0.544
28 H -5.659 1.436 0.388  0.546
29 H -3.724 0.404 -0.766  0.634
30 H -3.026 -2.964 3.117  0.173
31 H -3.578 -1.823 4.314  0.442
32 H -2.798 -3.304 4.837  0.487
33 H 0.712 -2.869 3.050  -0.321
34 H 0.519 -3.240 4.775  0.513
35 H 1.260 -1.730 4.263  0.426
36 H -2.034 -0.338 6.181  0.340
37 H -0.262 -0.365 6.176  0.307
38 H -1.159 -1.812 6.577  0.382
39 C -1.201 -4.684 -1.710  -0.949
40 N -0.949 -3.480 -0.920  0.313
41 P -0.817 -1.903 -1.498  1.613
42 C -1.953 -1.854 -2.921  0.698
43 C -1.494 -2.238 -4.185  -1.021
44 C -2.374 -2.335 -5.251  -0.734
45 C -3.722 -2.055 -5.073  -0.705
46 C -4.193 -1.696 -3.819  -1.235
47 C -3.310 -1.605 -2.753  -0.283
48 C 0.786 -1.631 -2.304  0.069
49 C 0.929 -0.477 -3.082  -0.558
50 C 2.148 -0.169 -3.658  -0.780
51 C 3.239 -1.013 -3.466  -0.668
52 C 3.104 -2.155 -2.693  -0.648
53 C 1.880 -2.461 -2.111  -0.758
54 P -1.459 -3.261 0.698  1.079
55 C -3.160 -3.899 0.704  0.739
56 C -3.446 -5.244 0.943  -0.811
57 C -4.751 -5.707 0.853  -0.820
58 C -5.781 -4.840 0.523  -0.713
59 C -5.504 -3.504 0.268  -1.149
60 C -4.202 -3.041 0.358  -0.417
61 C -0.494 -4.508 1.600  0.487
62 C 0.732 -4.912 1.077  -0.438
63 C 1.512 -5.847 1.739  -0.677
64 C 1.072 -6.397 2.933  -0.815
65 C -0.154 -6.010 3.458  -1.078
66 C -0.928 -5.070 2.801  0.065
67 H -2.186 -4.652 -2.180  0.254
68 H -1.148 -5.557 -1.060  0.441
69 H -0.437 -4.790 -2.480  0.251
70 H -0.447 -2.459 -4.344  0.481
71 H -2.006 -2.634 -6.223  0.461
72 H -4.406 -2.131 -5.908  0.404
73 H -5.245 -1.497 -3.668  0.491
74 H -3.694 -1.374 -1.771  0.612
75 H 0.079 0.177 -3.246  0.476
76 H 2.246 0.719 -4.271  0.437
77 H 4.189 -0.790 -3.934  0.616
78 H 3.950 -2.807 -2.529  0.459
79 H 1.795 -3.333 -1.478  0.128
80 H -2.657 -5.940 1.193  0.496
81 H -4.960 -6.752 1.042  0.488
82 H -6.798 -5.204 0.464  0.430
83 H -6.302 -2.821 0.007  0.488
84 H -3.994 -1.999 0.169  0.381
85 H 1.088 -4.493 0.148  0.007
86 H 2.464 -6.143 1.321  0.481
87 H 1.679 -7.126 3.452  0.426
88 H -0.508 -6.440 4.385  0.496
89 H -1.880 -4.791 3.226  0.700
90 C 5.690 1.846 -2.267  -0.874
91 C 5.258 2.099 -0.833  -1.159
92 N 3.831 1.807 -0.623  0.437
93 C 3.491 0.598 -0.153  -0.216
94 C 2.214 0.159 0.071  -0.649
95 C 2.133 -1.251 0.614  -0.031
96 O 3.176 -1.866 0.756  -0.801
97 O 0.985 -1.746 0.920  -0.017
98 C 1.139 1.028 -0.231  0.517
99 O -0.090 0.789 -0.079  -0.497
100 C 1.499 2.323 -0.803  1.076
101 C 0.499 3.221 -1.189  -0.914
102 C 0.819 4.447 -1.689  0.632
103 F -0.191 5.287 -2.002  -0.373
104 C 2.152 4.865 -1.858  -1.389
105 C 3.142 3.961 -1.512  -0.780
106 C 2.836 2.701 -0.977  -0.048
107 N 2.520 6.128 -2.379  0.190
108 C 3.531 6.902 -1.670  -0.674
109 C 4.470 7.532 -2.704  -0.755
110 N 3.675 7.748 -3.969  -0.146
111 C 2.281 8.195 -3.638  -0.761
112 C 1.537 7.009 -3.008  -0.695
113 H 6.753 2.059 -2.382  0.454
114 H 5.135 2.467 -2.971  0.298
115 H 5.521 0.803 -2.533  0.180
116 H 5.450 3.125 -0.520  0.554
117 H 5.809 1.464 -0.143  0.503
118 H 4.299 -0.085 0.079  0.616
119 H -0.541 2.954 -1.065  0.591
120 H 4.173 4.225 -1.693  0.945
121 H 4.107 6.275 -0.997  0.501
122 H 3.064 7.678 -1.052  0.321
123 H 5.307 6.887 -2.961  0.425
124 H 4.847 8.502 -2.384  0.374
125 H 3.616 6.855 -4.462  0.375
126 H 4.146 8.412 -4.584  0.344
127 H 1.795 8.540 -4.547  0.397
128 H 2.387 9.037 -2.958  0.357
129 H 1.006 6.456 -3.781  0.498
130 H 0.796 7.407 -2.311  0.433

Values from the calculation:
Spin multiplicity: 1
Total charge: +2
M: 1147.45 g/mol
Relative energy (zero: lowest compared OMol25 entry of this formula, charge and spin): 0.00 kcal/mol
Highest occupied orbital energy: -0.43396 hartree

=====

[2]
The following is a quantum chemistry calculation of a structure of composition C20H38InN2O10S4 in a non-equilibrium geometry, from OMol25.

Last column: Mulliken charge in e.
Positions of all 75 atoms, in Å:
1 C -1.936 7.776 0.538  -0.936
2 C -1.272 6.315 0.437  -0.737
3 In 0.565 6.033 1.731  1.160
4 O 1.125 3.978 1.485  -0.694
5 C 0.416 3.537 0.347  0.593
6 N -0.144 3.348 -0.715  -0.605
7 O 2.198 7.244 1.196  -0.698
8 C 1.992 7.843 -0.044  0.581
9 N 2.024 8.295 -1.162  -0.599
10 H -1.182 8.632 0.458  0.235
11 H -2.643 7.879 -0.372  0.282
12 H -2.578 7.883 1.495  0.240
13 H -2.032 5.522 0.795  0.248
14 H -1.021 6.057 -0.656  0.338
15 H 0.278 6.277 3.478  -0.373
16 C 3.385 0.369 -1.935  -0.696
17 C 1.969 0.821 -1.572  -0.537
18 C 1.005 -0.270 -2.043  -0.271
19 S 1.928 -1.802 -2.007  1.199
20 O 2.070 -2.286 -3.364  -0.747
21 O 1.424 -2.638 -0.936  -0.666
22 C 3.480 -1.086 -1.496  -0.814
23 H 4.144 0.985 -1.449  0.357
24 H 3.531 0.444 -3.018  0.324
25 H 1.891 0.939 -0.487  0.144
26 H 1.724 1.784 -2.024  0.434
27 H 0.140 -0.354 -1.384  0.382
28 H 0.676 -0.099 -3.068  -0.004
29 H 4.308 -1.622 -1.960  0.419
30 H 3.542 -1.165 -0.408  0.340
31 C -1.065 -3.894 -5.767  -0.685
32 C -2.084 -3.356 -6.773  -0.649
33 C -2.310 -1.878 -6.450  -0.673
34 S -0.796 -1.293 -5.695  1.209
35 O -1.074 -0.941 -4.321  -0.624
36 O -0.130 -0.388 -6.604  -0.730
37 C 0.054 -2.861 -5.717  -0.247
38 H -0.689 -4.878 -6.057  0.381
39 H -1.533 -3.988 -4.781  0.316
40 H -1.681 -3.454 -7.787  0.292
41 H -3.022 -3.915 -6.737  0.329
42 H -2.514 -1.296 -7.349  0.331
43 H -3.120 -1.745 -5.730  0.360
44 H 0.686 -2.955 -4.834  0.098
45 H 0.663 -2.898 -6.622  0.350
46 C -2.074 1.846 6.135  -0.562
47 C -1.700 1.156 4.821  -0.624
48 C -2.349 1.948 3.685  -0.527
49 S -2.495 3.633 4.270  1.031
50 O -3.899 3.957 4.394  -0.701
51 O -1.572 4.470 3.542  -0.443
52 C -1.838 3.333 5.901  -0.739
53 H -1.481 1.473 6.972  0.337
54 H -3.130 1.665 6.360  0.287
55 H -0.612 1.165 4.702  0.293
56 H -2.022 0.112 4.808  0.324
57 H -1.738 1.931 2.782  0.244
58 H -3.352 1.580 3.462  0.354
59 H -2.343 3.968 6.628  0.379
60 H -0.770 3.563 5.878  0.350
61 C 1.439 -7.059 2.250  -0.614
62 C 1.454 -6.069 1.084  -0.647
63 C 0.705 -4.815 1.537  -0.273
64 S 0.899 -4.731 3.314  1.127
65 O -0.398 -4.909 3.928  -0.666
66 O 1.764 -3.623 3.648  -0.663
67 C 1.818 -6.251 3.483  -0.699
68 H 2.130 -7.889 2.086  0.338
69 H 0.433 -7.475 2.368  0.298
70 H 2.489 -5.811 0.838  0.264
71 H 1.001 -6.495 0.186  0.338
72 H 1.119 -3.913 1.084  0.130
73 H -0.362 -4.885 1.317  0.369
74 H 1.552 -6.744 4.419  0.394
75 H 2.881 -6.000 3.479  0.344

Values from the calculation:
Spin multiplicity: 1
Total charge: -1
M: 709.61 g/mol
Highest occupied orbital energy: -0.19699 hartree